Here is a cluster of 2 separate species, C7H10ClO9P in total at a distorted geometry from OMol25. Energies are from wB97M-V/def2-TZVPD.

```
! RIJCOSX wB97M-V def2-TZVPD def2/J DEFGRID3
* xyz 0 1
O 2.562 -0.874 3.235
C 2.813 0.197 2.647
O 4.042 0.588 1.972
C 3.509 1.019 0.673
Cl 4.717 2.072 -0.207
C 2.035 1.625 1.002
C 0.802 0.845 0.335
P -0.890 1.254 1.054
O -1.821 1.816 -0.043
O -1.566 -0.235 1.615
O -0.870 2.292 2.401
O 1.968 1.328 2.432
H 3.546 0.031 0.075
H 2.009 2.748 0.780
H 1.006 -0.290 0.472
H 0.762 0.996 -0.810
H -2.253 -0.025 2.303
H -0.193 2.999 2.325
O 0.232 -0.756 -2.089
C -0.865 -1.240 -2.148
O -1.773 -1.216 -1.136
C -3.004 -1.681 -1.671
C -2.574 -2.501 -2.848
O -1.358 -1.884 -3.240
H -3.552 -2.268 -0.931
H -3.611 -0.818 -1.960
H -2.372 -3.543 -2.580
H -3.301 -2.479 -3.660
*
```

Calculated values
Frontier orbital gap: 10.7 eV
SMILES string: O=C1O[C@H](Cl)[C@@H](CP(=O)(O)O)O1.O=C1OCCO1
E_HOMO: -10.38 eV
DFT total energy: -47660.1928 eV
Largest force on an atom: 6.07 eV/A



Here is a structure of composition C28H33BrCsF4N3O3P3Te from OMol25. Energies are from wB97M-V/def2-TZVPD.

```
! RIJCOSX wB97M-V def2-TZVPD def2/J DEFGRID3
* xyz 1 1
Cs -0.199 -0.016 -0.090
F -1.005 4.292 -6.287
C -0.751 3.133 -5.702
C -1.347 1.975 -6.167
F -2.176 2.027 -7.200
C -1.072 0.772 -5.541
F -1.696 -0.302 -6.026
C -0.208 0.665 -4.457
P 0.140 -0.984 -3.681
C -1.549 -1.571 -3.305
C -1.756 -2.939 -3.120
C -2.989 -3.416 -2.702
C -4.027 -2.532 -2.442
C -3.827 -1.170 -2.605
C -2.597 -0.692 -3.035
C 0.743 -1.941 -5.109
C -0.051 -2.693 -5.971
C 0.527 -3.377 -7.029
C 1.897 -3.308 -7.240
C 2.696 -2.567 -6.381
C 2.123 -1.900 -5.310
C 0.382 1.850 -4.013
Br 1.617 1.932 -2.584
C 0.112 3.067 -4.621
F 0.670 4.196 -4.194
H -0.952 -3.638 -3.318
H -3.140 -4.481 -2.580
H -4.990 -2.903 -2.115
H -4.632 -0.474 -2.408
H -2.460 0.375 -3.174
H -1.120 -2.743 -5.819
H -0.095 -3.960 -7.696
H 2.342 -3.837 -8.072
H 3.766 -2.519 -6.539
H 2.749 -1.338 -4.625
C 1.031 4.089 3.767
C 0.074 3.129 4.444
O -0.161 1.973 3.632
P -1.486 1.753 2.681
O -1.382 0.295 2.329
Te -3.381 2.712 3.640
O -1.071 2.475 1.285
C -1.251 3.844 0.903
C -2.062 3.902 -0.370
H 1.226 4.941 4.420
H 0.612 4.471 2.837
H 1.981 3.601 3.543
H -0.874 3.604 4.700
H 0.517 2.758 5.376
H -0.256 4.270 0.754
H -1.752 4.394 1.702
H -1.558 3.373 -1.183
H -2.190 4.942 -0.674
H -3.048 3.462 -0.217
C 0.878 -0.492 6.223
N 2.279 -0.292 5.608
C 3.105 -1.561 5.862
N 2.443 -2.711 5.354
C 1.124 -2.835 5.979
N 0.283 -1.673 5.728
C -0.100 -1.542 4.321
P 1.353 -1.335 3.178
C 2.199 0.005 4.139
C 2.362 -2.728 3.881
H 0.295 0.391 5.959
H 1.042 -0.545 7.300
H 2.724 0.496 6.080
H 3.222 -1.631 6.944
H 4.073 -1.406 5.386
H 1.259 -2.954 7.056
H 0.629 -3.723 5.589
H -0.768 -0.696 4.178
H -0.652 -2.432 4.011
H 1.634 0.928 4.003
H 3.219 0.132 3.773
H 3.373 -2.685 3.469
H 1.930 -3.679 3.568
*
```

Calculated values
Frontier orbital gap: 6.4 eV
E_HOMO: -9.06 eV
ΔE to the lowest compared entry with this formula, charge and spin: 0.828 eV
DFT total energy: -156800.7053 eV
Largest force on an atom: 0.53 eV/A



Here is a cluster of 8 separate species, C6H29O8 in total at a distorted geometry from OMol25. Energies are from wB97M-V/def2-TZVPD.

```
! RIJCOSX wB97M-V def2-TZVPD def2/J DEFGRID3
* xyz 1 1
O -1.366 0.218 0.327
H -2.256 0.662 0.363
H -1.451 -0.711 0.698
H -1.067 0.159 -0.629
O -1.728 -2.222 1.393
H -1.834 -2.692 2.229
H -1.865 -2.891 0.708
O 0.402 -2.234 3.494
H 0.363 -2.197 2.527
H -0.057 -3.045 3.740
O -3.852 0.630 1.450
H -4.177 -0.209 1.802
H -4.403 1.303 1.868
O -0.989 -0.809 -2.130
H -0.634 -1.633 -2.481
H -1.459 -0.407 -2.873
O -2.924 1.987 -1.133
H -3.395 2.628 -0.581
H -3.429 1.959 -1.958
C 2.341 -3.878 0.516
C 2.349 -2.386 0.211
C 3.191 -2.088 -1.034
O 0.982 -1.971 -0.049
H 3.341 -4.302 0.609
H 1.829 -4.450 -0.261
H 1.799 -4.061 1.446
H 2.688 -1.743 1.021
H 2.697 -2.615 -1.858
H 4.207 -2.457 -0.909
H 3.222 -1.026 -1.270
H 0.819 -2.231 -0.960
C -0.201 3.955 0.472
C 0.384 3.663 -0.909
C 1.901 3.462 -0.923
O -0.135 2.381 -1.330
H -0.083 3.102 1.140
H -1.269 4.190 0.446
H 0.284 4.812 0.950
H 0.081 4.406 -1.651
H 2.177 3.362 -1.973
H 2.195 2.598 -0.338
H 2.393 4.373 -0.578
H -1.070 2.410 -1.581
*
```

Calculated values
Frontier orbital gap: 9.6 eV
E_HOMO: -12.61 eV
ΔE to the lowest compared entry with this formula, charge and spin: 0.637 eV
DFT total energy: -23066.3713 eV
Largest force on an atom: 1.37 eV/A



Here is a structure of composition C36H46BN5O3PTi at a distorted geometry from OMol25. Energies are from wB97M-V/def2-TZVPD.

```
! RIJCOSX wB97M-V def2-TZVPD def2/J DEFGRID3
* xyz 1 3
Ti 11.417 11.470 13.444
N 13.709 11.271 12.784
C 14.769 11.353 13.788
C 14.694 12.740 14.379
N 13.347 13.224 14.863
C 13.148 12.977 16.287
C 12.547 11.623 16.546
N 11.186 11.592 15.887
C 12.980 14.604 14.469
C 11.524 14.783 14.158
N 11.025 13.841 13.150
H 13.722 10.405 12.251
H 13.793 12.089 12.187
H 15.716 11.191 13.345
H 14.620 10.582 14.549
H 14.971 13.443 13.590
H 15.538 12.815 15.138
H 12.511 13.778 16.727
H 14.127 13.058 16.824
H 12.555 11.403 17.606
H 13.170 10.865 16.043
H 10.620 12.390 16.114
H 10.692 10.729 16.108
H 13.534 14.845 13.558
H 13.335 15.343 15.183
H 11.338 15.842 13.798
H 10.949 14.587 15.074
H 11.557 13.968 12.291
H 10.054 14.005 12.960
C 6.926 14.101 13.705
C 7.381 12.803 13.149
C 7.923 12.975 11.732
C 8.338 12.202 14.186
C 7.452 11.421 15.177
O 7.389 10.071 14.622
C 8.518 10.010 13.833
N 9.156 11.098 13.602
C 8.711 8.752 13.075
C 7.516 8.138 12.562
C 7.607 7.059 11.735
C 8.843 6.511 11.425
C 9.985 7.076 11.884
C 9.949 8.176 12.753
P 11.475 8.821 13.538
C 12.810 8.403 12.337
C 14.080 8.010 12.670
C 15.036 7.804 11.655
C 14.683 7.934 10.314
C 13.421 8.359 10.003
C 12.500 8.593 10.972
C 11.586 7.666 14.975
C 12.075 6.394 14.816
C 12.060 5.447 15.855
C 11.503 5.839 17.070
C 10.910 7.088 17.218
C 11.008 8.001 16.177
H 6.104 14.473 13.126
H 7.746 14.806 13.699
H 6.558 13.992 14.722
H 6.576 12.057 13.041
H 8.762 13.673 11.689
H 7.101 13.348 11.080
H 8.222 12.051 11.263
H 9.011 12.888 14.696
H 6.386 11.714 15.185
H 7.826 11.348 16.195
H 6.530 8.561 12.730
H 6.735 6.567 11.325
H 8.810 5.625 10.797
H 10.958 6.722 11.548
H 14.472 7.890 13.694
H 16.053 7.575 11.972
H 15.423 7.757 9.546
H 13.157 8.483 8.947
H 11.513 8.860 10.717
H 12.484 6.066 13.858
H 12.610 4.515 15.798
H 11.515 5.151 17.915
H 10.373 7.310 18.147
H 10.599 8.986 16.242
O 10.270 10.696 10.129
B 11.140 11.406 10.984
O 12.193 11.973 10.159
C 11.914 11.608 8.835
C 12.616 11.635 7.671
C 12.226 10.893 6.549
C 11.052 10.114 6.611
C 10.261 10.078 7.752
C 10.745 10.831 8.823
H 13.604 12.102 7.669
H 12.794 10.908 5.656
H 10.895 9.468 5.804
H 9.433 9.354 7.854
*
```

Calculated values
Frontier orbital gap (spin up / spin down): 6.7 / 7.5 eV
E_HOMO (spin up / spin down): -8.76 / -9.60 eV
ΔE to the lowest compared entry with this formula, charge and spin: 0.000 eV
DFT total energy: -84748.9224 eV
Largest force on an atom: 2.47 eV/A



Here is a structure of composition C9H6N2O5STl at a distorted geometry from OMol25. Energies are from wB97M-V/def2-TZVPD.

```
! RIJCOSX wB97M-V def2-TZVPD def2/J DEFGRID3
* xyz 3 1
O 0.002 -0.004 -3.635
C -0.005 0.009 -2.497
Tl -0.028 0.060 0.352
O 2.220 -2.836 0.044
C 1.522 -1.939 -0.086
C -1.538 1.967 0.147
O -2.233 2.853 -0.016
C -1.960 -1.506 0.044
O -2.842 -2.242 0.002
C 1.938 1.544 0.055
O 2.854 2.222 -0.002
C -0.772 -0.732 5.399
N -0.838 0.574 4.779
C -1.239 1.768 5.314
C -1.068 2.726 4.354
N -0.568 2.061 3.247
C -0.361 0.742 3.540
S 0.464 -0.638 2.890
H -1.383 -1.448 4.835
H 0.261 -1.106 5.401
H -1.149 -0.580 6.404
H -1.602 1.787 6.340
H -1.254 3.784 4.376
H -0.298 2.553 2.400
*
```

Calculated values
Frontier orbital gap (spin up / spin down): 5.2 / 5.2 eV
E_HOMO (spin up / spin down): -19.51 / -19.51 eV
ΔE to the lowest compared entry with this formula, charge and spin: 0.487 eV
DFT total energy: -38142.0475 eV
Largest force on an atom: 5.09 eV/A



Here is a structure of composition C3H4LiO3Rb at a distorted geometry from OMol25. Energies are from wB97M-V/def2-TZVPD.

```
! RIJCOSX wB97M-V def2-TZVPD def2/J DEFGRID3
* xyz 1 2
O 0.872 -0.141 -0.728
C 1.129 -0.628 0.452
C 1.924 0.144 1.378
H -0.853 -0.383 0.501
H 1.394 -1.698 0.391
H 1.773 1.224 1.428
H 2.813 -0.307 1.818
Rb 0.915 1.870 -3.581
O -1.565 0.808 -1.562
C -1.588 0.027 -0.581
O -2.654 -0.532 -0.234
Li -4.160 -0.385 0.717
*
```

Calculated values
Frontier orbital gap (spin up / spin down): 8.4 / 7.5 eV
E_HOMO (spin up / spin down): -11.63 / -11.43 eV
ΔE to the lowest compared entry with this formula, charge and spin: 3.582 eV
DFT total energy: -10170.2229 eV
Largest force on an atom: 5.29 eV/A